Record 1
# C24H67BNO19PS6

A cluster of 7 separate species, C24H67BNO19PS6 in total (wB97M-V/def2-TZVPD, the OMol25 dataset).

Bonds (Å) are listed after each position.
CARTESIAN COORDINATES (ANGSTROEM)
1 C 0.8852 -1.7325 -0.1910  C2 1.639, H11 1.170, H12 1.192, H13 1.173
2 C 0.1083 -0.3039 -0.3942  C1 1.639, C3 1.665, C4 1.642, H14 1.188
3 C 1.1722 0.7861 -1.0654  C2 1.665, H15 1.185, H16 1.190, H17 1.191
4 C -0.6602 0.2652 0.9402  C2 1.642, P5 1.931, H18 1.193, H19 1.171
5 P -2.5140 0.5536 0.4850  C4 1.931, B6 1.924, H20 1.442, H21 1.444, H22 1.449
6 B -4.3078 0.7392 -0.1845  P5 1.924, O7 1.505, N8 1.517
7 O -4.4607 1.2060 -1.6075  B6 1.505, H23 1.013
8 N -5.5837 0.4409 0.5807  B6 1.517, C9 1.543, C10 1.543
9 C -6.0253 -1.0247 0.3853  N8 1.543, H24 1.189, H25 1.188, H26 1.170
10 C -6.7199 1.2247 -0.1098  N8 1.543, H27 1.191, H28 1.194, H29 1.171
11 H 0.8191 -2.1902 0.8838  C1 1.170
12 H 0.4153 -2.4955 -0.9776  C1 1.192
13 H 2.0111 -1.6140 -0.4991  C1 1.173
14 H -0.7347 -0.4761 -1.2139  C2 1.188
15 H 0.8677 1.9064 -0.8280  C3 1.185
16 H 1.0370 0.6575 -2.2406  C3 1.190
17 H 2.2870 0.5363 -0.7297  C3 1.191
18 H -0.1244 1.2955 1.2133  C4 1.193
19 H -0.5149 -0.4262 1.8738  C4 1.171
20 H -2.0806 1.6790 -0.3060  P5 1.442
21 H -2.8952 0.8099 1.8537  P5 1.444
22 H -2.5473 -0.8243 0.0393  P5 1.449
23 H -3.5728 1.5687 -1.9336  O7 1.013
24 H -7.2065 -1.0008 0.5217  C9 1.189
25 H -5.8187 -1.2498 -0.7623  C9 1.188
26 H -5.4825 -1.7601 1.1161  C9 1.170
27 H -6.9762 0.6515 -1.1216  C10 1.191
28 H -7.7162 1.1393 0.5422  C10 1.194
29 H -6.4273 2.3443 -0.2870  C10 1.171
30 C -8.8990 0.6062 6.2231  C31 1.517, H37 1.094, H38 1.094, H39 1.095
31 C -8.1514 1.9257 6.1823  C30 1.517, O32 1.420, H40 1.095, H41 1.095
32 O -6.9277 1.8048 5.4729  C31 1.420, S33 1.629
33 S -6.9634 1.8113 3.8444  O32 1.629, C34 1.775, O35 1.448, O36 1.447
34 C -5.2259 2.0702 3.5867  S33 1.775, H42 1.092, H43 1.092, H44 1.092
35 O -7.6763 2.9878 3.3925  S33 1.448
36 O -7.3019 0.4825 3.3815  S33 1.447
37 H -9.2543 0.3257 5.2272  C30 1.094
38 H -9.7664 0.6740 6.8859  C30 1.094
39 H -8.2458 -0.1998 6.5724  C30 1.095
40 H -8.7736 2.7201 5.7566  C31 1.095
41 H -7.9001 2.2259 7.2050  C31 1.095
42 H -4.9486 3.0420 3.9991  C34 1.092
43 H -5.0362 2.0514 2.5114  C34 1.092
44 H -4.6719 1.2672 4.0767  C34 1.092
45 C -11.9963 -3.7883 -2.8191  C46 1.517, H52 1.094, H53 1.094, H54 1.095
46 C -10.7969 -3.7861 -1.8901  C45 1.517, O47 1.420, H55 1.095, H56 1.095
47 O -9.6173 -3.3843 -2.5700  C46 1.420, S48 1.629
48 S -9.3714 -1.7966 -2.8391  O47 1.629, C49 1.775, O50 1.448, O51 1.447
49 C -7.6548 -1.9105 -3.2780  S48 1.775, H57 1.092, H58 1.092, H59 1.092
50 O -9.4795 -1.0828 -1.5840  S48 1.448
51 O -10.1193 -1.4030 -4.0141  S48 1.447
52 H -12.2590 -2.7708 -3.1230  C45 1.094
53 H -12.8666 -4.2299 -2.3253  C45 1.094
54 H -11.7799 -4.3527 -3.7317  C45 1.095
55 H -10.9769 -3.1556 -1.0129  C46 1.095
56 H -10.6251 -4.8043 -1.5257  C46 1.095
57 H -7.0935 -2.2766 -2.4165  C49 1.092
58 H -7.3087 -0.9122 -3.5542  C49 1.092
59 H -7.5508 -2.5888 -4.1270  C49 1.092
60 C 6.9787 2.9196 1.9222  C61 1.517, H67 1.094, H68 1.094, H69 1.095
61 C 6.2564 4.1370 1.3764  C60 1.517, O62 1.420, H70 1.095, H71 1.095
62 O 5.8653 3.9434 0.0256  C61 1.420, S63 1.629
63 S 4.5356 3.0551 -0.2846  O62 1.629, C64 1.775, O65 1.448, O66 1.447
64 C 4.3413 3.5344 -1.9830  S63 1.775, H72 1.092, H73 1.092, H74 1.092
65 O 3.4239 3.5884 0.4745  S63 1.448
66 O 4.8928 1.6532 -0.2425  S63 1.447
67 H 6.2979 2.0684 2.0151  C60 1.094
68 H 7.3961 3.1293 2.9112  C60 1.094
69 H 7.7880 2.6147 1.2513  C60 1.095
70 H 5.3945 4.3982 1.9996  C61 1.095
71 H 6.9378 4.9940 1.3926  C61 1.095
72 H 4.1428 4.6068 -2.0269  C64 1.092
73 H 3.4966 2.9797 -2.3972  C64 1.092
74 H 5.2537 3.2850 -2.5278  C64 1.092
75 C 3.0770 -1.3233 5.5912  C76 1.517, H82 1.094, H83 1.094, H84 1.095
76 C 3.8858 -0.6500 4.4983  C75 1.517, O77 1.420, H85 1.095, H86 1.095
77 O 3.1686 0.4263 3.9132  C76 1.420, S78 1.629
78 S 3.1111 1.8497 4.7033  O77 1.629, C79 1.775, O80 1.448, O81 1.447
79 C 2.5089 2.8289 3.3503  S78 1.775, H87 1.092, H88 1.092, H89 1.092
80 O 4.4608 2.2726 5.0130  S78 1.448
81 O 2.0769 1.7792 5.7134  S78 1.447
82 H 2.9482 -0.6583 6.4501  C75 1.094
83 H 3.5775 -2.2319 5.9380  C75 1.094
84 H 2.0768 -1.5831 5.2303  C75 1.095
85 H 4.8575 -0.3136 4.8753  C76 1.095
86 H 4.0822 -1.3745 3.7011  C76 1.095
87 H 3.2549 2.8271 2.5535  C79 1.092
88 H 2.3503 3.8468 3.7129  C79 1.092
89 H 1.5648 2.4069 3.0005  C79 1.092
90 C 10.1019 3.4405 -5.9122  C91 1.517, H97 1.094, H98 1.094, H99 1.095
91 C 9.3269 2.2452 -6.4340  C90 1.517, O92 1.420, H100 1.095, H101 1.095
92 O 8.8405 1.4403 -5.3706  C91 1.420, S93 1.629
93 S 7.5026 1.9200 -4.5748  O92 1.629, C94 1.775, O95 1.448, O96 1.447
94 C 7.1789 0.3854 -3.7426  S93 1.775, H102 1.092, H103 1.092, H104 1.092
95 O 6.4430 2.1569 -5.5327  S93 1.448
96 O 7.8790 2.9069 -3.5853  S93 1.447
97 H 9.4401 4.1423 -5.3963  C90 1.094
98 H 10.5879 3.9744 -6.7339  C90 1.094
99 H 10.8637 3.1254 -5.1921  C90 1.095
100 H 8.5097 2.5599 -7.0918  C91 1.095
101 H 9.9971 1.6171 -7.0301  C91 1.095
102 H 6.9647 -0.3824 -4.4882  C94 1.092
103 H 6.3130 0.5285 -3.0926  C94 1.092
104 H 8.0521 0.1154 -3.1457  C94 1.092
105 C 5.7181 -6.6907 -2.9251  C106 1.517, H112 1.094, H113 1.094, H114 1.095
106 C 4.3865 -6.2537 -2.3443  C105 1.517, O107 1.420, H115 1.095, H116 1.095
107 O 4.5661 -5.4276 -1.2039  C106 1.420, S108 1.629
108 S 4.9477 -3.8595 -1.4258  O107 1.629, C109 1.775, O110 1.448, O111 1.447
109 C 4.6090 -3.3137 0.2294  S108 1.775, H117 1.092, H118 1.092, H119 1.092
110 O 3.9768 -3.2589 -2.3165  S108 1.448
111 O 6.3722 -3.7563 -1.6595  S108 1.447
112 H 6.2554 -5.8414 -3.3571  C105 1.094
113 H 5.5703 -7.4347 -3.7132  C105 1.094
114 H 6.3597 -7.1178 -2.1478  C105 1.095
115 H 3.7716 -5.7512 -3.0985  C106 1.095
116 H 3.8327 -7.1388 -2.0141  C106 1.095
117 H 3.5471 -3.4564 0.4380  C109 1.092
118 H 4.8649 -2.2541 0.2959  C109 1.092
119 H 5.2230 -3.8895 0.9245  C109 1.092

## Properties
SMILES: CC(C)C[PH3]B(O)N(C)C.CCOS(C)(=O)=O.CCOS(C)(=O)=O.CCOS(C)(=O)=O.CCOS(C)(=O)=O.CCOS(C)(=O)=O.CCOS(C)(=O)=O
DFT total energy: -141336.45206 eV

Record 2
# C24H67N4O7P2S7

A cluster of 8 separate species, C24H67N4O7P2S7 in total (wB97M-V/def2-TZVPD, the OMol25 dataset).

Bonds (Å) are listed after each position.
CARTESIAN COORDINATES (ANGSTROEM)
1 C -3.9288 -0.8638 2.0801  C2 1.588, H17 1.121, H18 1.114, H19 1.109
2 C -3.1234 0.4837 1.8394  C1 1.588, N3 1.500, H20 1.111, H21 1.110
3 N -1.6719 0.2661 2.1473  C2 1.500, C4 1.479, C7 1.442
4 C -0.8936 1.5146 1.9999  N3 1.479, C5 1.570, H22 1.111, H23 1.120
5 C -0.1124 1.8596 3.3176  C4 1.570, N6 1.275, H24 1.114
6 N 0.5766 2.9245 3.4500  C5 1.275, H25 1.034
7 C -1.1516 -0.8035 1.3317  N3 1.442, N8 1.426, N12 1.316
8 N -0.9934 -2.0602 1.9859  C7 1.426, P9 1.784, H26 1.019
9 P 0.7132 -2.4956 2.2677  N8 1.784, C10 1.897, C11 1.869
10 C 1.2115 -3.9942 1.2158  P9 1.897, H27 1.118, H28 1.121, H29 1.113
11 C 1.8428 -1.0475 1.9207  P9 1.869, H30 1.119, H31 1.116, H32 1.117
12 N -0.8815 -0.6270 0.0559  C7 1.316, P13 1.796, H33 1.027
13 P -0.2624 -1.9426 -0.9987  N12 1.796, C14 1.895, C15 1.878
14 C -1.8266 -2.7315 -1.7200  P13 1.895, H34 1.117, H35 1.113, H36 1.112
15 C 0.8110 -1.2228 -2.3618  P13 1.878, C16 1.585, H37 1.115, H38 1.114
16 C 1.5744 -2.4554 -3.0013  C15 1.585, H39 1.111, H40 1.117, H41 1.109
17 H -3.9860 -1.4010 1.0977  C1 1.121
18 H -4.9726 -0.5861 2.3522  C1 1.114
19 H -3.4546 -1.4998 2.8554  C1 1.109
20 H -3.2941 0.7991 0.7882  C2 1.111
21 H -3.5762 1.2463 2.5065  C2 1.110
22 H -0.1780 1.5359 1.1503  C4 1.111
23 H -1.6360 2.3446 1.8841  C4 1.120
24 H -0.1685 1.1165 4.1460  C5 1.114
25 H 0.9744 2.8573 4.4024  N6 1.034
26 H -1.5380 -2.8044 1.5525  N8 1.019
27 H 2.0934 -3.7638 0.5682  C10 1.118
28 H 0.3942 -4.2897 0.5075  C10 1.121
29 H 1.4444 -4.8733 1.8574  C10 1.113
30 H 1.4106 -0.1444 2.4193  C11 1.119
31 H 2.8020 -1.2598 2.4495  C11 1.116
32 H 2.0474 -0.8743 0.8368  C11 1.117
33 H -1.0286 0.2800 -0.4039  N12 1.027
34 H -2.6345 -1.9616 -1.6768  C14 1.117
35 H -1.6315 -3.0535 -2.7674  C14 1.113
36 H -2.0844 -3.5919 -1.0638  C14 1.112
37 H 1.5304 -0.5238 -1.8741  C15 1.115
38 H 0.1696 -0.7259 -3.1254  C15 1.114
39 H 1.8585 -2.1758 -4.0379  C16 1.111
40 H 0.8577 -3.3114 -2.9864  C16 1.117
41 H 2.4864 -2.7352 -2.4359  C16 1.109
42 C -5.4516 0.7749 -2.8360  S43 1.799, H46 1.095, H47 1.092, H48 1.090
43 S -3.6878 1.1278 -2.8442  C42 1.799, O44 1.501, C45 1.800
44 O -3.1648 0.8516 -1.4644  S43 1.501
45 C -3.8425 2.9130 -3.0160  S43 1.800, H49 1.088, H50 1.091, H51 1.088
46 H -5.5906 -0.3026 -2.6981  C42 1.095
47 H -5.9317 1.3137 -2.0171  C42 1.092
48 H -5.8848 1.0750 -3.7901  C42 1.090
49 H -4.4203 3.3170 -2.1878  C45 1.088
50 H -4.3283 3.1459 -3.9643  C45 1.091
51 H -2.8447 3.3480 -3.0054  C45 1.088
52 C 3.8632 2.8090 1.3461  S53 1.804, H56 1.089, H57 1.091, H58 1.090
53 S 5.2128 2.0282 0.4393  C52 1.804, O54 1.495, C55 1.802
54 O 4.7916 0.6270 0.1343  S53 1.495
55 C 6.3545 1.9565 1.8322  S53 1.802, H59 1.091, H60 1.090, H61 1.089
56 H 3.0148 2.9183 0.6720  C52 1.089
57 H 3.5758 2.1861 2.1943  C52 1.091
58 H 4.1796 3.7935 1.6918  C52 1.090
59 H 5.9081 1.3876 2.6489  C55 1.091
60 H 6.5894 2.9690 2.1616  C55 1.090
61 H 7.2674 1.4627 1.5017  C55 1.089
62 C 5.9392 -5.3779 1.0225  S63 1.803, H66 1.089, H67 1.091, H68 1.090
63 S 5.7681 -3.7106 1.6872  C62 1.803, O64 1.494, C65 1.803
64 O 4.3383 -3.5307 2.0803  S63 1.494
65 C 6.0055 -2.8588 0.1161  S63 1.803, H69 1.091, H70 1.091, H71 1.091
66 H 5.7873 -6.0879 1.8342  C62 1.089
67 H 5.1912 -5.5463 0.2466  C62 1.091
68 H 6.9422 -5.5042 0.6136  C62 1.090
69 H 5.2546 -3.1878 -0.6040  C65 1.091
70 H 7.0070 -3.0681 -0.2619  C65 1.091
71 H 5.8991 -1.7865 0.2858  C65 1.091
72 C -1.5637 6.7394 -1.4371  S73 1.803, H76 1.089, H77 1.090, H78 1.090
73 S -2.1042 5.2771 -0.5317  C72 1.803, O74 1.493, C75 1.802
74 O -3.5076 4.9864 -0.9505  S73 1.493
75 C -2.1791 6.0750 1.0828  S73 1.802, H79 1.090, H80 1.090, H81 1.089
76 H -1.4861 6.4802 -2.4921  C72 1.089
77 H -2.2911 7.5421 -1.3121  C72 1.090
78 H -0.5869 7.0542 -1.0685  C72 1.090
79 H -2.8674 6.9200 1.0465  C75 1.090
80 H -1.1819 6.4116 1.3684  C75 1.090
81 H -2.5363 5.3461 1.8092  C75 1.089
82 C 4.5443 -2.9703 -7.2610  S83 1.803, H86 1.089, H87 1.090, H88 1.091
83 S 5.0630 -2.2533 -5.6896  C82 1.803, O84 1.489, C85 1.804
84 O 6.5281 -1.9996 -5.7774  S83 1.489
85 C 4.8338 -3.7559 -4.7175  S83 1.804, H89 1.091, H90 1.091, H91 1.090
86 H 4.6451 -2.2096 -8.0337  C82 1.089
87 H 5.1773 -3.8239 -7.5057  C82 1.090
88 H 3.5009 -3.2814 -7.1924  C82 1.091
89 H 5.4486 -4.5591 -5.1253  C85 1.091
90 H 3.7810 -4.0422 -4.7320  C85 1.091
91 H 5.1391 -3.5495 -3.6922  C85 1.090
92 C -8.4959 -2.9175 -4.7922  S93 1.802, H96 1.089, H97 1.090, H98 1.090
93 S -7.9842 -2.1916 -3.2241  C92 1.802, O94 1.496, C95 1.802
94 O -6.5144 -1.9303 -3.3136  S93 1.496
95 C -8.2054 -3.6876 -2.2437  S93 1.802, H99 1.091, H100 1.090, H101 1.089
96 H -8.3987 -2.1598 -5.5683  C92 1.089
97 H -7.8579 -3.7686 -5.0322  C92 1.090
98 H -9.5370 -3.2336 -4.7227  C92 1.090
99 H -7.5859 -4.4897 -2.6463  C95 1.091
100 H -9.2560 -3.9786 -2.2577  C95 1.090
101 H -7.9029 -3.4737 -1.2194  C95 1.089
102 C -0.2015 5.1233 7.5822  S103 1.802, H106 1.089, H107 1.090, H108 1.090
103 S 1.1185 4.3060 6.6678  C102 1.802, O104 1.496, C105 1.802
104 O 0.6523 2.9195 6.3529  S103 1.496
105 C 2.2620 4.1883 8.0556  S103 1.802, H109 1.090, H110 1.090, H111 1.089
106 H -1.0472 5.2638 6.9107  C102 1.089
107 H -0.5058 4.5039 8.4265  C102 1.090
108 H 0.1482 6.0945 7.9331  C102 1.090
109 H 1.8007 3.6285 8.8697  C105 1.090
110 H 2.5298 5.1907 8.3908  C105 1.090
111 H 3.1575 3.6680 7.7186  C105 1.089

## Properties
DFT total energy: -140678.94716 eV
Total charge: +1

Number 1: LUMO energy 0.35 eV, gap between HOMO and LUMO 8.2392 eV. Number 2: LUMO energy -2.61 eV, gap between HOMO and LUMO 6.9357 eV.